Here is 4 unconnected molecules or ions with the total composition H8O4 from the Open Molecules 2025 dataset. Energies are from wB97M-V/def2-TZVPD.

Properties
- largest force on an atom (eV/A) = 3.25
- Kohn-Sham gap (eV) = 10.90
- electronic energy (eV) = -8319.6573
- SMILES string = O.O.O.O
- energy above the lowest of the compared OMol25 structures with the same formula, charge and spin (kcal per mole) = 23.5

Geometry as ORCA input:
```
! RIJCOSX wB97M-V def2-TZVPD def2/J DEFGRID3
* xyz 0 1
O 0.04 -1.54 0.74
H -0.13 -1.88 -0.10
H 0.19 -2.41 1.16
O -0.01 1.34 -3.04
H -0.33 1.51 -2.17
H -0.36 0.47 -3.32
O -1.12 1.01 -0.47
H -0.73 0.45 0.19
H -2.02 1.22 -0.24
O 1.47 0.31 2.45
H 1.18 -0.15 1.69
H 1.82 -0.31 3.10
*
```